# 1
A molecular structure, C17H30Cl3NO3P2Pb at a distorted geometry. Source: the Open Molecules 2025 dataset; level of theory: the ωB97M-V functional and the def2-TZVPD basis.

Cartesian coordinates (Å):
H 4.45305 -0.46258 1.18032
C -3.23635 1.40402 -0.70558
Cl 0.82095 2.38242 5.16032
H -2.82785 -0.82778 2.42542
H -0.60945 -3.97498 0.31792
C -0.06425 1.65322 -2.63418
H 1.38985 -2.74898 2.18202
Cl 1.48685 -0.11388 3.98302
C 0.33115 1.22102 3.89082
H -3.06615 1.31962 -1.79138
C -3.19885 0.03092 1.84122
H 0.05695 -3.16978 4.05112
H 2.81365 -1.88098 -2.11788
H 3.22595 0.70442 1.79852
P 2.43355 -0.33418 -0.25798
C -0.51125 -2.74188 3.20922
H 0.01695 4.01442 -5.76768
P -2.52835 -0.08408 0.12072
Cl -1.27495 0.66232 4.38282
H -2.69545 2.29202 -0.33998
H -4.64775 -1.25888 -0.48038
C -0.00585 3.35572 -4.89338
H -0.05675 3.47322 -1.46128
H 4.30165 -1.75898 -1.10948
H -0.06415 0.02492 -4.06458
C -0.01855 3.89912 -3.59718
O 0.51775 3.19722 2.50072
C 0.08755 -4.13348 1.15842
H 2.86415 0.97122 -2.26708
C -0.04785 3.06532 -2.47668
H -0.00525 4.98622 -3.46008
H 4.26905 1.06932 -1.13828
H -1.46215 -3.29358 3.10502
H -3.31345 -2.39868 -0.07438
C 3.16735 1.06232 -1.21128
C -3.56555 -1.45558 -0.58808
H 1.03865 -4.52768 0.75902
H -0.01305 1.53012 -6.06668
O 0.18545 1.31192 1.34032
C 3.19795 -1.81498 -1.08578
H 2.89185 -2.72718 -0.54538
C 0.31025 -2.81838 1.91712
N -0.08925 0.84502 -1.53228
H 2.96945 -1.05158 2.01682
C 3.37405 -0.28488 1.33522
C 0.32025 1.89792 2.52782
C -0.02275 1.96092 -5.05918
H -3.31975 -1.56888 -1.65768
H -0.73845 -1.68898 3.45282
H -0.34825 -4.89158 1.83362
H -4.30325 0.03762 1.85362
C -0.05135 1.11312 -3.94728
O -0.01235 -1.73288 1.09092
H -4.31655 1.50872 -0.50248
Pb -0.04775 -0.21118 -0.09078
H -2.81875 0.95622 2.30522
H 2.75735 2.00582 -0.81558

Maximum force (hartree/bohr): 0.14703
E_LUMO (eV): 0.3
HOMO level (eV): -6.504

These are the Löwdin partial charges, in e, on atoms 1 to 8: H 0.0554; C -0.2358; Cl 0.6087; H 0.0240; H 0.0796; C -0.4396; H 0.1138; Cl 0.6828

=====

# 2
A molecular structure, C17H30ClN4O5PRuTe at a distorted geometry. Source: the Open Molecules 2025 dataset; level of theory: the ωB97M-V functional and the def2-TZVPD basis.

Cartesian coordinates (Å):
C -5.01900 -0.09309 0.20728
H 0.94477 2.94309 0.77039
C 2.95517 -0.29866 0.42897
N 3.91191 -3.37803 -2.68029
H -0.04690 -5.84983 1.23753
H -3.02314 1.66650 1.84285
C -0.74708 3.83805 3.24058
C -1.56476 4.57695 1.02544
Cl 0.29291 4.03304 4.58523
H 2.63024 -0.91614 -4.28952
C -2.91341 2.98457 -0.52093
H 1.89610 -0.60186 0.39648
H -5.82927 -0.65365 0.70147
O -3.12692 -1.66590 0.59710
C -1.50610 2.65747 3.03993
C 0.11360 -4.73487 1.10243
H 3.24771 -2.39765 -4.80407
C 1.72857 1.82013 -0.54267
H 1.01754 1.48400 1.33632
H -1.51622 1.90849 3.83092
H -3.90214 2.51259 -0.36518
H 3.98953 -3.75813 -1.72527
H 3.46827 1.89045 0.66613
H 3.73227 1.21257 -0.95866
H -0.78008 -3.84689 2.90436
C 3.44845 -2.11644 -2.86636
H 4.79362 -1.29146 -0.51879
N 3.32577 -1.65591 -4.10908
C 3.70067 -1.41538 -0.47321
C -4.02887 -1.03789 -0.37181
H -2.87729 3.76918 -1.26830
H -2.01893 -4.36810 1.74825
O -0.91019 -0.31739 0.28698
H 3.98944 -4.03929 -3.49232
H 3.31289 -0.42269 1.44717
H -5.44604 0.44075 -0.63865
H -0.04493 -4.61898 0.00162
H 1.09736 -4.41712 1.36278
H -4.53179 0.60845 0.86584
Te -1.23122 -2.55317 -2.10003
H -0.42166 5.86514 2.34148
C -0.90852 4.85574 2.25040
H 2.58381 -0.49338 -2.07287
H -3.40713 -0.48836 -1.05462
P -1.57452 -1.72926 0.15989
O 1.65508 0.67631 -2.70758
C -0.98941 -3.96127 1.82966
C -2.29892 3.39905 0.75951
H 1.96712 2.86245 -0.93035
O -0.27134 1.32236 -1.76156
N 3.12480 -1.34004 -1.82035
O -0.96493 -2.55266 1.37319
H 3.48236 -2.38918 0.02323
H -1.43147 5.28539 0.19041
C -2.18473 2.39796 1.80143
Ru -1.26470 1.81499 0.04416
N 0.75097 2.01138 0.50178
C 1.01899 1.18583 -1.74153
H -4.44959 -1.80199 -0.99933
C 3.05128 1.18174 -0.08789

Maximum force (hartree/bohr): 0.10253
E_LUMO (alpha / beta) (eV): -5.8 / -8.1
⟨S²⟩: 6.03
HOMO level (alpha / beta) (eV): -14.194 / -14.344
Relative energy (zero: lowest compared OMol25 entry of this formula, charge and spin) (kJ/mol): 98.9
Multiplicity: 5
Total charge: +2

These are the Löwdin partial charges, in e, on atoms 1 to 8: C -0.0531; H 0.0938; C -0.1164; N 0.1927; H 0.1116; H 0.1211; C -0.6668; C -0.0140

=====

# 3
A molecular structure, C17H30F5N5OPtSi2. Source: the Open Molecules 2025 dataset; level of theory: the ωB97M-V functional and the def2-TZVPD basis.

Cartesian coordinates (Å):
H 3.68914 -3.98786 -2.07783
H -2.23019 0.47729 -2.69313
H -0.29125 -3.65629 2.91422
H 1.66290 -3.62757 1.41377
F 3.19997 4.73488 -3.42630
C -1.23674 0.54199 -2.24092
C 1.47734 3.26930 -0.54142
C 1.19390 -0.97145 -1.10430
H -0.00124 -3.05902 -3.51894
H -1.02210 2.04710 1.50614
C 0.38574 5.35179 -1.26262
H -3.03206 1.20607 4.89435
O 1.58553 2.29357 0.28729
C -3.26234 2.48065 2.21962
C 1.31434 5.53640 -2.27204
C 3.79480 -1.69876 0.25689
H 2.09650 -3.74577 -2.79901
C 2.30459 4.58196 -2.44573
N -0.95067 1.04915 1.66450
C 2.36853 3.48027 -1.61916
Si -0.47570 -1.17079 -1.93566
Pt 0.75600 0.26141 0.54245
F -0.47509 4.08147 0.52193
F -0.59004 6.25119 -1.08480
H -4.59560 1.39063 4.08893
H 1.77733 -0.24399 -1.69123
H -3.02009 2.49042 1.15825
H 0.35784 -1.49834 -4.26015
N 0.45203 -1.25278 2.33814
C -1.86787 0.51728 2.37813
H 2.17690 -4.73002 0.15499
H 0.55319 -4.03695 0.09636
C 2.92159 -3.24009 -2.29184
C -3.64320 0.86908 4.05135
H -2.67773 -1.25436 2.96228
H 4.36966 -1.02305 -0.38107
H -2.68845 3.26821 2.71917
H -4.32124 2.70620 2.32469
C 1.59646 -3.82425 0.34069
Si 2.32463 -2.40377 -0.70246
H -1.90226 -3.24591 3.32249
N -1.03308 -2.98008 2.89711
H -1.31599 -2.04615 -4.12790
C 0.46143 4.24524 -0.44466
C -0.34963 -2.02845 -3.61873
H -2.66074 -2.23698 -1.37382
H 3.44331 -1.10938 1.10827
H -1.33951 -3.16874 -0.66580
H 3.34632 -2.51658 -2.99082
F 1.25480 6.61463 -3.06598
C -0.71127 -1.67418 2.65154
H -0.60224 1.12377 -2.91486
F 3.33458 2.57005 -1.82719
H 1.15006 -1.98271 2.29664
H -3.84655 -0.19202 4.18072
H -1.32265 1.10182 -1.30817
H -1.85625 -1.65611 0.09106
N -1.79658 -0.81357 2.77272
N -3.01114 1.15798 2.77052
C -1.69630 -2.15584 -0.86707
H 4.47640 -2.46800 0.62839

Maximum force (hartree/bohr): 0.01861
E_LUMO (alpha / beta) (eV): -0.2 / -0.7
⟨S²⟩: 2.01
HOMO level (alpha / beta) (eV): -6.726 / -7.355
Multiplicity: 3

These are the Löwdin partial charges, in e, on atoms 1 to 8: H 0.0270; H 0.0273; H 0.1012; H -0.0049; F 0.1124; C -0.1891; C -0.3293; C -0.5378